51
Properties=species:S:1:pos:R:3:forces:R:3:mulliken_charge:R:1 method="wB97M-V/def2-TZVPD" smiles=NP(O)[SiH2]S.BrCCBr.BrCCBr.BrCCBr.BrCCBr.BrCCBr orbital_gap_ev=8.14 spin_multiplicity=1 lumo_energy_ev=0.000 e_homo_ev=-8.1
N -1.202091 -4.176825 0.701496 2.32 -0.03 0.33 -0.457
P -0.517031 -2.547142 0.273038 -1.49 0.75 0.95 0.194
O -0.257107 -1.621026 1.766459 -0.10 -3.00 -0.82 -0.383
Si 1.490990 -2.868459 -0.666619 0.17 -0.06 0.84 0.471
S 3.090476 -3.044411 0.774741 0.57 -1.01 0.76 -0.337
H -0.997576 -4.813721 -0.126496 -0.36 1.05 1.19 0.270
H -0.615271 -4.585216 1.489521 -1.01 0.38 -1.18 0.127
H -0.063548 -2.249237 2.523124 -0.01 1.11 -1.07 0.245
H 1.362262 -3.994683 -1.587969 -0.04 -0.36 -0.19 -0.153
H 1.714085 -1.638740 -1.469201 0.30 -0.13 0.30 -0.124
H 2.967968 -4.265758 1.503568 -0.35 1.49 -1.26 0.155
Br -1.831030 2.915346 1.206996 -0.03 -0.13 0.06 -0.141
C -0.285052 1.737055 1.364434 -0.01 0.03 0.14 -0.271
C 0.740805 2.034725 0.295724 0.12 -0.14 -0.09 -0.514
Br 0.194062 1.308265 -1.429843 0.02 0.17 0.05 -0.112
H -0.661031 0.710700 1.331306 0.16 0.27 -0.04 0.067
H 0.124714 1.937170 2.358474 -0.03 -0.01 -0.18 0.339
H 1.689707 1.541229 0.523817 -0.18 0.04 0.03 0.277
H 0.918148 3.104011 0.150033 -0.14 -0.24 0.05 0.365
Br 2.241139 -1.978951 4.426904 0.02 0.08 0.19 -0.134
C 3.213543 -0.327594 4.065447 -0.19 -0.02 -0.24 -0.221
C 4.675192 -0.600917 3.797103 0.21 0.13 0.05 -0.496
Br 5.640883 -0.965336 5.452065 -0.05 -0.06 -0.11 -0.143
H 3.045489 0.335332 4.918765 0.14 -0.21 -0.19 0.415
H 2.732127 0.097755 3.180357 0.13 -0.10 0.09 -0.046
H 5.161254 0.282314 3.373282 -0.16 -0.13 0.06 0.367
H 4.842673 -1.455249 3.135201 -0.17 0.21 0.17 0.265
Br -2.323821 6.603847 -4.318379 0.08 -0.08 -0.04 -0.149
C -2.529841 5.035229 -3.178117 -0.20 -0.01 -0.04 -0.380
C -2.381948 5.396678 -1.718454 0.07 -0.15 0.18 -0.365
Br -0.509105 5.662620 -1.243070 -0.09 0.10 -0.09 -0.129
H -1.800058 4.295163 -3.518090 -0.16 0.17 0.19 0.051
H -3.538332 4.665219 -3.383316 0.18 0.06 0.09 0.399
H -2.722834 4.575755 -1.081383 0.08 0.07 -0.17 0.125
H -2.914368 6.310951 -1.441538 0.15 -0.21 -0.17 0.420
Br -4.070648 -3.915887 3.243921 0.05 -0.11 -0.11 -0.120
C -4.241016 -5.684634 2.440360 -0.21 0.19 0.05 -0.574
C -3.554625 -6.735920 3.281074 -0.01 -0.18 -0.12 -0.585
Br -1.618834 -6.670559 3.051518 -0.04 -0.14 0.21 -0.133
H -3.843017 -5.613512 1.424288 0.02 -0.03 0.30 0.356
H -5.317362 -5.872223 2.391799 0.20 -0.05 0.06 0.352
H -3.845305 -7.739164 2.957061 0.04 0.20 0.01 0.341
H -3.752641 -6.632952 4.351697 0.04 0.07 -0.31 0.373
Br -0.509402 2.528723 -5.440623 0.02 0.07 0.06 -0.155
C 0.463002 4.180080 -5.802080 -0.14 0.00 -0.19 -0.497
C 1.924651 3.906757 -6.070424 0.20 0.15 0.07 -0.587
Br 2.890342 3.542338 -4.415463 -0.06 -0.07 -0.11 -0.130
H 0.294948 4.843006 -4.948763 0.14 -0.15 -0.19 0.265
H -0.018414 4.605429 -6.687171 0.13 -0.06 0.15 0.364
H 2.410713 4.789988 -6.494246 -0.17 -0.12 0.07 0.346
H 2.092132 3.052425 -6.732327 -0.15 0.20 0.19 0.388



59
Properties=species:S:1:pos:R:3:forces:R:3:mulliken_charge:R:1 method="wB97M-V/def2-TZVPD" orbital_gap_ev=6.05 spin_multiplicity=1 charge=+2 lumo_energy_ev=-7.160 e_homo_ev=-13.2
Lu -7.991208 -11.789850 -7.335969 0.84 -0.31 -0.94 1.749
C -9.868921 -9.469872 -6.318030 1.07 -0.22 0.34 -0.208
C -8.796197 -9.737755 -5.231929 -2.16 -2.30 -0.08 -0.758
O -7.626874 -10.158420 -5.930499 1.05 1.33 0.63 0.217
C -6.521019 -9.164425 -5.922342 1.36 -0.34 0.41 -0.572
C -5.696904 -9.339736 -7.208820 -0.45 0.77 -0.16 -0.877
O -6.291243 -10.318863 -8.058926 -0.57 -1.13 -0.25 -0.322
C -6.429648 -9.913854 -9.415141 0.46 1.84 -1.90 -0.507
C -7.234270 -10.911891 -10.224345 -0.22 0.73 0.33 -0.825
O -8.425279 -11.330374 -9.521509 -0.60 0.60 0.61 -0.279
C -9.495325 -10.306086 -9.527803 -0.36 -0.05 -0.35 -0.356
C -10.547690 -10.577449 -8.472184 0.45 -2.11 0.77 -0.868
O -9.914887 -10.725776 -7.139990 0.06 0.94 -0.26 -0.200
H -9.464414 -8.602405 -6.917487 -0.65 -0.69 0.10 -0.146
H -10.858622 -9.336781 -5.904471 -0.19 0.18 0.10 0.529
H -9.103183 -10.573843 -4.493540 0.45 1.12 -1.20 0.151
H -8.615363 -8.882857 -4.653535 0.27 1.34 0.65 0.692
H -5.753635 -9.458304 -5.102567 -1.93 0.74 -0.69 0.144
H -6.896832 -8.100798 -5.926294 -0.01 -1.32 0.40 0.572
H -4.705323 -9.635338 -6.929914 0.63 -0.42 -0.19 0.466
H -5.652549 -8.403633 -7.773473 -0.12 -0.04 0.27 0.506
H -5.403691 -9.829888 -9.923709 -1.35 0.02 0.79 0.419
H -6.988436 -8.915631 -9.499811 1.07 -1.03 0.69 0.363
H -6.653895 -11.823021 -10.374928 -0.26 0.00 -0.65 0.358
H -7.617443 -10.341443 -11.094486 0.86 -0.88 -0.15 0.441
H -9.984975 -10.289081 -10.528924 0.50 0.01 0.58 0.576
H -9.078037 -9.328459 -9.256937 0.25 0.07 -0.33 0.244
H -11.140549 -11.533861 -8.572939 0.54 1.38 -0.22 0.170
H -11.166494 -9.726235 -8.421794 -0.98 0.93 -0.09 0.644
C -11.355091 -14.136725 -9.921114 -0.24 -0.08 0.54 -0.825
C -12.214752 -14.446715 -8.869259 -0.86 0.09 -0.24 -0.353
C -11.865091 -14.323965 -7.515317 0.85 0.75 -1.64 -0.913
C -10.549373 -13.878757 -7.303728 -0.22 1.18 -1.10 0.738
N -9.718181 -13.415477 -8.319766 -0.63 -1.50 0.91 -0.231
C -10.099132 -13.619779 -9.590650 0.18 0.03 -0.74 -0.040
C -9.982581 -13.765069 -5.966520 1.04 -0.21 2.56 0.975
C -10.580954 -14.396760 -4.856750 -2.17 0.02 -1.17 -0.775
C -10.025838 -14.489164 -3.604754 1.56 1.07 0.19 -1.012
C -8.718279 -13.952715 -3.458670 -0.37 0.18 -0.57 -0.917
C -8.136617 -13.296350 -4.576539 -2.43 -1.47 0.31 0.560
N -8.785450 -13.158668 -5.777895 -0.86 -1.36 1.08 0.115
C -6.751620 -12.953322 -4.636600 2.11 1.29 2.27 0.915
C -5.957902 -12.791235 -3.442525 -0.65 -0.09 -1.25 -0.751
C -4.615759 -12.456421 -3.615231 0.22 -0.47 0.60 -0.594
C -4.073426 -12.605160 -4.877271 1.12 0.04 -1.86 -0.545
C -4.927438 -12.704715 -5.996913 0.29 0.16 1.31 -0.281
N -6.268425 -12.738255 -5.861657 1.06 -0.40 -0.58 -0.218
H -11.748825 -14.231674 -10.944674 0.67 0.02 0.51 0.419
H -13.240408 -14.732021 -9.136650 0.44 0.01 0.26 0.411
H -12.666697 -14.392163 -6.784070 0.60 -0.38 0.15 0.385
H -9.392689 -13.343867 -10.411957 -0.66 -0.08 1.04 0.421
H -11.627317 -14.726644 -5.033346 1.03 -0.19 0.38 0.217
H -10.543916 -14.913306 -2.741246 0.13 -0.01 -0.48 0.470
H -8.190700 -14.055599 -2.492364 -0.30 0.10 -0.87 0.327
H -6.397320 -12.953712 -2.445495 0.28 0.38 -0.69 0.381
H -3.932349 -12.178751 -2.796725 -0.65 -0.40 -0.22 0.481
H -2.949454 -12.642751 -5.056096 -1.70 0.32 0.35 0.372
H -4.520070 -12.766908 -6.994675 -0.03 0.19 -0.12 0.457
Cl -8.221337 -7.253733 -7.990612 0.16 -0.39 -0.15 -0.512



9
Properties=species:S:1:pos:R:3:forces:R:3:mulliken_charge:R:1 method="wB97M-V/def2-TZVPD" s2=2.01 orbital_gap_ev="8.73 / 8.30" spin_multiplicity=3 lumo_energy_ev="0.771 / -2.769" e_homo_ev="-8.0 / -11.1"
C -0.525928 0.459002 -0.455264 -0.28 0.77 -0.31 0.379
C 1.671049 -0.457366 0.798836 -0.52 -0.13 2.05 0.099
O -1.329680 -0.631530 -0.327677 -0.25 -0.62 0.04 -0.436
F 1.139003 -1.555211 1.293076 0.10 -1.30 -1.04 -0.164
F 1.675496 0.403289 1.813496 0.84 1.21 -0.50 -0.187
Cl -0.237694 0.946213 -2.149301 -0.07 0.00 0.01 -0.196
H -0.895413 1.337308 0.090291 0.16 -0.12 -0.15 0.286
H 0.510959 0.162121 -0.051189 0.00 0.04 -0.11 -0.106
H -2.007794 -0.663825 -1.012268 0.03 0.15 0.01 0.325



19
Properties=species:S:1:pos:R:3:forces:R:3:mulliken_charge:R:1 method="wB97M-V/def2-TZVPD" smiles="[H]/N=C/NCCC.O" orbital_gap_ev=9.89 spin_multiplicity=1 lumo_energy_ev=1.022 e_homo_ev=-8.9
H 1.483553 -3.365923 -0.404796 -0.33 -0.65 0.01 0.238
N 0.658752 -2.790144 -0.527576 0.18 0.24 0.37 -0.672
C 0.780878 -1.828274 0.310511 0.19 1.03 -1.57 0.085
N 0.083730 -0.660912 0.150596 1.12 -0.72 1.16 -0.073
C 0.228584 0.412003 1.125732 -0.99 0.67 -0.57 -0.457
C -0.257597 1.745166 0.515161 0.44 -1.09 -1.30 -0.495
C 0.701694 2.533824 -0.368167 0.20 0.68 -0.38 -1.155
H 1.594084 -1.762104 1.033706 -0.15 -0.04 0.27 0.284
H -0.622424 -0.671348 -0.560028 -0.23 0.56 0.20 0.133
H -0.433630 0.244021 1.977856 0.29 -0.22 0.28 0.249
H 1.272492 0.463238 1.431783 -0.01 -0.03 0.18 0.365
H -0.645977 2.393196 1.290233 -0.25 0.06 0.03 0.375
H -1.033568 1.440327 -0.194559 -0.60 0.19 0.60 0.217
H 0.113697 3.145160 -1.071087 0.07 0.38 0.67 0.330
H 1.332316 2.028290 -1.103810 0.05 -0.80 0.57 0.324
H 1.343543 3.152107 0.262618 0.06 0.20 -0.32 0.307
O -2.404602 -1.815599 -1.191696 -0.02 -1.00 -0.38 -0.681
H -2.750162 -2.714820 -1.397658 0.28 1.02 0.25 0.314
H -1.445362 -1.948207 -1.278818 -0.32 -0.50 -0.07 0.310